1.
The following is a DFT calculation (wB97M-V/def2-TZVPD) of C9H10O4 as an isolated structure at a distorted geometry.

```
23
Properties=species:S:1:pos:R:3:forces:R:3:nbo_charge:R:1
C 2.534 -2.580 -0.015 -2.3 -2.2 7.0 -0.266
C 1.042 -0.624 -0.360 5.3 -0.8 -3.7 0.295
C 0.878 0.542 -1.074 7.4 -0.2 -3.7 -0.174
C -0.120 1.327 -0.924 -4.1 5.7 0.6 -0.223
C -0.163 2.709 -1.686 -9.7 -4.8 8.1 0.545
C -1.146 1.170 0.013 5.1 -8.1 0.4 -0.256
C -1.016 -0.157 0.689 -0.8 5.1 -0.9 0.265
C -2.988 0.267 2.023 1.3 8.5 -14.6 -0.115
C 0.148 -0.983 0.504 -4.4 -0.8 4.0 0.167
H 2.737 -2.372 1.259 -0.4 -0.2 -3.5 0.148
H 3.432 -3.124 -0.230 0.5 0.6 -1.4 0.207
H 1.693 -3.489 0.231 1.8 2.8 -1.7 0.195
H 1.871 1.126 -1.902 -3.1 -2.5 2.7 0.236
H -1.423 3.174 -1.349 3.2 -0.2 -1.0 0.009
H -1.945 1.721 0.083 -4.1 3.2 0.6 0.211
H -3.615 0.412 0.725 0.6 -0.8 4.2 0.118
H -3.184 -0.113 2.790 -5.5 -6.0 11.1 0.148
H -2.819 1.335 2.247 0.3 -0.1 -0.3 0.160
H -0.742 -1.855 1.856 4.2 -1.7 -1.3 0.504
O 2.218 -1.385 -0.663 -1.0 0.5 -0.3 -0.514
O 0.516 3.005 -2.496 6.2 3.8 -7.2 -0.474
O -1.891 -0.420 1.725 4.7 -3.2 -1.3 -0.522
O 0.280 -2.054 1.344 -5.4 1.4 2.1 -0.662
```
Positions in Å, forces in eV/Å.

The largest force on an atom is 16.92 eV/A. The highest occupied orbital energy is -8.79 eV. As for the multiplicity: 1. As for the calculated total energy: -649.5415 a.u. The gap between HOMO and LUMO is 9.2 eV.



2.
The following is a DFT calculation (wB97M-V/def2-TZVPD) of the molecule C9H10Se at a distorted geometry.

```
20
Properties=species:S:1:pos:R:3:forces:R:3:nbo_charge:R:1
C -2.815 1.236 -0.237 -2.7 -1.6 -0.6 -0.210
C -2.467 2.421 0.273 -0.1 2.2 0.2 -0.206
C -1.909 0.253 -0.514 0.1 -0.2 0.1 -0.173
C -1.142 2.792 0.523 0.4 1.2 0.9 -0.330
C -0.610 0.642 -0.403 3.5 -2.2 -0.2 -0.152
C -0.328 1.868 0.066 2.3 -0.9 -0.6 0.274
C 0.538 -0.362 -0.539 1.9 1.6 -0.6 -0.415
C 1.753 -0.237 0.418 -1.2 0.0 0.3 -0.391
C 2.488 -1.562 0.472 -3.6 -1.7 0.2 -0.608
Se 2.964 1.138 -0.131 -1.4 1.3 0.0 0.007
H -3.890 1.039 -0.393 0.6 0.1 0.1 0.221
H -3.249 3.139 0.289 -0.5 0.7 0.8 0.226
H -2.159 -0.773 -0.702 -0.2 -0.2 -0.4 0.225
H -0.698 3.596 1.108 -0.9 0.5 -0.4 0.261
H 0.190 -1.321 -0.466 -1.3 -2.6 0.5 0.205
H 1.085 -0.387 -1.494 -0.8 0.6 -0.5 0.232
H 1.382 0.066 1.397 0.2 -0.3 0.2 0.211
H 1.686 -2.368 0.890 2.0 1.5 -1.1 0.195
H 3.261 -1.519 1.158 1.7 0.0 1.3 0.216
H 2.848 -1.862 -0.507 0.0 -0.2 -0.1 0.213
```
Positions in Å, forces in eV/Å.

The largest force on an atom is 4.12 eV/A. The highest occupied orbital energy (alpha / beta) is -7.84 / -7.87 eV. As for the multiplicity: 1. As for the calculated total energy: -2750.1826 a.u. The gap between HOMO and LUMO (alpha / beta) is 5.5 / 5.6 eV.